Entry 1:
C3H6N2S | the ωB97M-V functional and the def2-TZVPD basis

E_tot: -17019.7025 eV
HOMO level: -0.31420 hartree
charge: 0
SMILES: C/C=N/NC=S

Last column: natural (NBO) charge in e.
Cartesian coordinates (Å):
C (-1.3032, 0.6474, -1.5881)  -0.676
C (-0.2291, 0.3169, -0.4942)  0.057
N (-0.6595, -0.5815, 0.2918)  -0.255
N (0.2598, -0.7344, 1.3501)  -0.417
C (1.5871, -0.5730, 1.4929)  -0.118
S (2.6948, 0.4252, 0.8916)  -0.097
H (-0.9092, 0.9890, -2.7165)  0.242
H (-2.1638, -0.1387, -1.4762)  0.241
H (-1.9075, 1.7124, -1.0534)  0.215
H (0.6565, 1.0488, -0.6572)  0.241
H (0.0443, -1.8323, 1.7545)  0.378
H (1.9297, -1.2799, 2.2047)  0.188

Entry 2:
C4H6N2OS | the ωB97M-V functional and the def2-TZVPD basis

E_tot: -20106.5422 eV
HOMO level: -0.34495 hartree
charge: 0
SMILES: C=CN(S)/C=N\C=O

Last column: natural (NBO) charge in e.
Cartesian coordinates (Å):
C (2.3245, -0.6258, 0.5126)  -0.444
C (1.6929, 0.4205, 0.0014)  -0.009
N (0.3075, 0.4605, -0.2920)  -0.581
S (-0.4742, 1.9819, -0.2530)  0.202
C (-0.3402, -0.7023, -0.6618)  0.343
N (-1.5937, -0.9370, -0.7295)  -0.540
C (-2.6136, -0.2306, -0.1046)  0.522
O (-2.6219, 0.0803, 1.0727)  -0.589
H (3.4136, -0.6166, 0.6302)  0.219
H (1.8264, -1.5278, 0.8395)  0.207
H (2.2160, 1.3382, -0.2241)  0.212
H (-1.0542, 1.8672, 0.9585)  0.142
H (0.3786, -1.4451, -0.9927)  0.190
H (-3.4615, -0.0634, -0.7575)  0.126

Entry 3:
C27H15BrClMoN5O5S3 | the ωB97M-V functional and the def2-TZVPD basis

E_tot: -162858.7765 eV
HOMO level (alpha / beta): -0.30830 / -0.31382 hartree
2S+1: 3
<S²>: 2.03
charge: 0

Last column: Löwdin spin population.
Cartesian coordinates (Å):
Mo (-0.8512, -1.0982, -1.0750)  1.755
O (-0.7153, -6.8694, -2.2078)  0.000
C (-0.6394, -6.7173, -0.8965)  0.000
O (-0.6069, -7.6479, -0.1363)  0.000
C (-0.6385, -5.3141, -0.3804)  0.004
C (-0.5307, -4.9432, 0.9531)  0.015
Cl (-0.3369, -5.8810, 2.3430)  0.005
N (-0.5669, -3.5946, 1.0304)  0.003
N (-0.6812, -3.0743, -0.2031)  0.003
C (-0.7181, -4.0888, -1.0540)  0.019
C (-0.8019, -3.6877, -2.4922)  0.010
O (-0.8509, -4.5175, -3.3818)  0.018
O (-0.8632, -2.4057, -2.6468)  0.029
C (-0.3831, -2.7417, 2.1665)  0.001
C (-1.2968, -2.7760, 3.2056)  0.000
C (-1.1309, -1.8995, 4.2649)  0.002
C (-0.0722, -1.0006, 4.2678)  -0.001
C (0.8345, -0.9828, 3.2179)  0.002
C (0.6882, -1.8631, 2.1561)  0.002
H (-0.7465, -6.0110, -2.7058)  0.000
H (-2.1333, -3.4607, 3.1689)  0.000
H (-1.8410, -1.9051, 5.0804)  0.000
H (0.0428, -0.3088, 5.0915)  0.000
H (1.6632, -0.2870, 3.2243)  0.000
H (1.3781, -1.8605, 1.3214)  0.001
Br (-1.7688, 3.3339, 2.9273)  -0.001
C (-0.4199, 3.9062, 1.7375)  0.000
C (-0.6767, 4.9368, 0.8483)  0.000
C (0.3121, 5.3276, -0.0431)  0.000
C (1.5267, 4.6598, -0.0703)  0.000
C (1.7998, 3.6691, 0.8671)  0.000
C (0.8230, 3.2902, 1.7716)  0.000
N (2.4927, 5.0784, -1.0562)  0.000
N (2.9937, 4.2541, -1.8324)  0.000
C (2.5359, 2.8889, -1.7904)  -0.001
C (3.4136, 1.9057, -1.4325)  -0.001
C (2.9817, 0.5818, -1.2090)  -0.002
C (1.6585, 0.2567, -1.3637)  0.009
O (1.1403, -0.9457, -1.1001)  0.051
C (0.7662, 1.2491, -1.8513)  0.008
N (-0.5293, 0.8450, -2.0390)  0.006
C (-1.3953, 1.7022, -2.5440)  0.008
C (-1.0356, 3.0144, -2.8825)  0.000
C (0.2384, 3.4494, -2.6459)  0.007
C (1.1891, 2.5595, -2.1015)  0.000
H (-1.6390, 5.4293, 0.8519)  0.000
H (0.1354, 6.1380, -0.7392)  0.000
H (2.7667, 3.1865, 0.8851)  0.000
H (1.0195, 2.5114, 2.4957)  0.000
H (4.4477, 2.1707, -1.2507)  0.000
H (3.6814, -0.1777, -0.8873)  0.000
H (-2.4081, 1.3444, -2.6760)  0.001
H (-1.7833, 3.6663, -3.3098)  0.000
H (0.5297, 4.4634, -2.8880)  0.000
S (-4.4546, 1.2574, 0.1108)  0.026
C (-3.3505, 0.1282, -0.2408)  0.027
S (-1.9640, -0.2721, 0.8030)  -0.026
S (-3.2287, -0.8725, -1.6571)  0.020

Entry 4:
C37H50AsI2O2PPtS4Sb | the ωB97M-V functional and the def2-TZVPD basis

E_tot: -182724.5790 eV
HOMO level: -0.35139 hartree
charge: +1

Last column: Löwdin charge in e.
Cartesian coordinates (Å):
Pt (-0.7443, -0.2169, 0.7519)  0.419
I (-0.5489, 1.8361, 2.6530)  1.020
C (-2.1843, 2.7297, 1.6569)  -1.029
I (-2.5629, 1.7656, -0.1780)  1.033
H (-1.9395, 3.7673, 1.4651)  -0.021
H (-3.0602, 2.6257, 2.2847)  -0.029
S (1.9127, -2.9752, -1.8808)  0.049
Sb (0.4649, -3.3108, -0.1361)  -0.014
S (-1.2471, -1.8051, -0.8151)  0.145
S (0.7528, -1.7180, 1.6072)  0.140
S (-0.4008, -5.3357, -0.1656)  -0.069
O (-2.3592, -0.6179, 1.9004)  -0.778
As (-3.0954, -2.0908, 2.4157)  1.268
C (-4.3680, -1.5180, 3.6896)  -0.313
C (-4.4265, -0.1871, 4.0866)  -0.083
C (-5.3724, 0.1949, 5.0294)  -0.064
C (-6.2440, -0.7436, 5.5576)  -0.060
C (-6.1789, -2.0735, 5.1562)  -0.056
C (-5.2381, -2.4642, 4.2186)  -0.076
C (-1.9053, -3.1699, 3.4067)  -0.332
C (-1.3067, -2.4655, 4.4598)  -0.126
C (-0.4180, -3.1030, 5.2995)  -0.063
C (-0.1235, -4.4487, 5.0959)  -0.051
C (-0.7244, -5.1474, 4.0645)  -0.052
C (-1.6259, -4.5127, 3.2170)  -0.099
C (-4.0437, -2.8014, 0.9429)  -0.339
C (-4.9113, -1.8830, 0.3486)  -0.110
C (-5.5957, -2.2327, -0.8023)  -0.063
C (-5.4158, -3.4933, -1.3577)  -0.053
C (-4.5616, -4.4065, -0.7593)  -0.051
C (-3.8698, -4.0646, 0.3933)  -0.105
H (-3.7295, 0.5283, 3.6682)  0.081
H (-5.4281, 1.2257, 5.3536)  0.110
H (-6.9817, -0.4419, 6.2891)  0.113
H (-6.8589, -2.8032, 5.5737)  0.114
H (-5.1896, -3.5028, 3.9098)  0.117
H (-1.5303, -1.4152, 4.6175)  0.104
H (0.0482, -2.5569, 6.1084)  0.113
H (0.5746, -4.9518, 5.7520)  0.114
H (-0.4954, -6.1920, 3.9053)  0.118
H (-2.0724, -5.0823, 2.4213)  0.062
H (-5.0561, -0.8982, 0.7799)  0.101
H (-6.2701, -1.5240, -1.2641)  0.111
H (-5.9436, -3.7629, -2.2629)  0.114
H (-4.4226, -5.3881, -1.1911)  0.118
H (-3.1907, -4.7841, 0.8234)  0.053
O (0.5654, 1.0196, -0.4110)  -0.619
P (1.7561, 1.3900, -1.3200)  0.888
C (1.4809, 3.1658, -1.6278)  -0.317
C (1.4521, 3.9293, -0.2679)  -0.198
C (2.7331, 4.7201, -0.0246)  -0.182
C (2.9145, 5.8168, -1.0835)  -0.181
C (2.2517, 5.4292, -2.4091)  -0.186
C (2.3315, 3.9263, -2.6657)  -0.177
C (3.2844, 1.1475, -0.3587)  -0.312
C (3.4035, -0.3099, 0.1487)  -0.227
C (4.3085, -1.2066, -0.6883)  -0.251
C (5.6839, -0.5882, -0.8808)  -0.193
C (5.5531, 0.7491, -1.5929)  -0.192
C (4.6497, 1.7106, -0.8261)  -0.171
C (1.6852, 0.2733, -2.7509)  -0.361
C (2.6332, 0.4257, -3.9557)  -0.153
C (2.1265, 1.3117, -5.0931)  -0.189
C (0.6961, 0.9833, -5.4956)  -0.194
C (-0.2246, 1.0262, -4.2831)  -0.190
C (0.2417, 0.0273, -3.2294)  -0.231
H (0.4503, 3.1355, -2.0033)  0.105
H (1.2545, 3.2391, 0.5492)  0.040
H (0.6063, 4.6250, -0.2841)  0.120
H (3.5835, 4.0379, -0.0393)  0.090
H (2.7153, 5.1587, 0.9747)  0.116
H (3.9786, 6.0030, -1.2405)  0.113
H (2.4870, 6.7547, -0.7242)  0.110
H (2.7110, 5.9695, -3.2372)  0.116
H (1.1976, 5.7236, -2.3992)  0.117
H (3.3750, 3.6119, -2.6498)  0.106
H (1.9600, 3.7175, -3.6649)  0.087
H (2.9872, 1.7599, 0.5043)  0.110
H (2.4110, -0.7531, 0.2483)  -0.035
H (3.8155, -0.2710, 1.1630)  0.125
H (3.8623, -1.4085, -1.6670)  0.027
H (4.3866, -2.1742, -0.1907)  0.106
H (6.3309, -1.2570, -1.4500)  0.115
H (6.1598, -0.4397, 0.0956)  0.117
H (5.1759, 0.5757, -2.6026)  0.090
H (6.5315, 1.2205, -1.7080)  0.117
H (4.5243, 2.6286, -1.3953)  0.079
H (5.1820, 1.9991, 0.0862)  0.125
H (1.9923, -0.6350, -2.2072)  -0.008
H (2.7655, -0.5847, -4.3545)  0.129
H (3.6222, 0.7595, -3.6420)  0.085
H (2.7981, 1.1943, -5.9458)  0.118
H (2.1802, 2.3624, -4.8093)  0.077
H (0.6574, -0.0221, -5.9278)  0.121
H (0.3569, 1.6738, -6.2702)  0.113
H (-1.2509, 0.7957, -4.5776)  0.114
H (-0.2392, 2.0430, -3.8667)  0.102
H (0.2173, -0.9760, -3.6650)  0.112
H (-0.4247, 0.0010, -2.3742)  -0.003

Entry 5:
C5H8O | the ωB97M-V functional and the def2-TZVPD basis

E_tot: -7358.4839 eV
HOMO level: -0.32137 hartree
charge: 0
SMILES: C1C[C@@H]2C[C@@H]2O1

Last column: natural (NBO) charge in e.
Cartesian coordinates (Å):
C (1.2703, -0.8741, 0.2696)  -0.063
C (0.0378, -0.4954, 1.1077)  -0.454
C (-0.5404, 0.6742, 0.2974)  -0.250
C (-1.3341, 0.3474, -1.2607)  -0.455
C (0.0896, 0.5396, -1.0631)  0.020
O (0.9149, -0.6004, -1.0791)  -0.515
H (1.5415, -1.9317, 0.3360)  0.195
H (2.1412, -0.2701, 0.5739)  0.161
H (-0.6580, -1.3394, 1.1669)  0.210
H (0.2963, -0.1958, 2.1314)  0.228
H (-0.6052, 1.6590, 0.7495)  0.231
H (-1.7758, -0.1780, -0.2510)  0.284
H (-1.9195, 1.2411, -1.4661)  0.203
H (0.5414, 1.4235, -1.5124)  0.206

Entry 6:
C3H12NO | the ωB97M-V functional and the def2-TZVPD basis

E_tot: -6836.4817 eV
HOMO level: -0.54427 hartree
charge: +1

Last column: natural (NBO) charge in e.
Cartesian coordinates (Å):
C (-1.6106, -1.0208, -0.3389)  -0.219
C (-1.5728, -1.4567, 1.0901)  -0.658
N (-0.9780, 0.3512, -0.5126)  -0.680
H (-1.0631, -1.7264, -0.9670)  0.233
H (-2.6304, -0.9352, -0.7110)  0.230
H (-2.2688, -0.9317, 1.7545)  0.237
H (-0.5820, -1.5495, 1.5265)  0.235
H (-0.2867, 0.3611, -1.2682)  0.456
H (-1.6673, 1.0611, -0.7545)  0.435
H (-0.4518, 0.6465, 0.3143)  0.460
H (-1.9854, -2.4745, 1.0997)  0.259
C (2.2946, 1.6056, -0.1639)  -0.265
O (1.6647, 0.3211, -0.0847)  -0.783
H (2.3481, -0.2842, 0.2256)  0.496
H (2.7288, 1.8669, 0.8018)  0.191
H (1.5892, 2.3760, -0.4596)  0.179
H (3.1052, 1.6041, -0.9062)  0.193